Record 1
The following is a quantum chemistry calculation of C21H19ClN4O5 in the gas phase at a distorted geometry, from the Open Molecules 2025 dataset.

```
! RIJCOSX wB97M-V def2-TZVPD def2/J DEFGRID3
* xyz 0 1
O -3.84 1.73 2.49
O 2.81 -1.23 1.06
O 2.07 -5.56 0.04
Cl 2.41 1.37 -0.48
N -3.27 4.75 0.81
N 3.96 0.72 -2.51
O 1.67 -5.56 2.25
O -0.85 2.70 -1.12
C -3.32 2.50 1.69
C 2.59 -1.70 -0.06
C 1.68 -4.97 1.04
C -2.33 4.42 -0.03
C -1.79 3.05 -0.18
C -2.27 2.08 0.74
C 4.62 -0.12 -3.31
C 3.25 0.22 -1.49
C 4.69 -1.48 -3.11
C 4.00 -2.03 -2.03
C -1.28 0.10 1.86
C -1.79 -0.09 -0.51
C -0.87 -1.23 1.83
C -1.28 -1.38 -0.53
C 3.25 -1.16 -1.22
C -1.77 0.68 0.67
C -0.85 -1.98 0.65
N -3.76 3.81 1.67
N 1.84 -2.83 -0.16
C -0.34 3.68 -2.07
C -4.84 4.24 2.55
C -0.33 -3.41 0.69
C 1.18 -3.49 0.96
H 2.15 -6.39 2.15
H -2.03 5.13 -0.76
H 5.13 0.35 -4.18
H 5.23 -2.13 -3.78
H 4.09 -3.08 -1.84
H -1.28 0.66 2.80
H -2.26 0.37 -1.41
H -0.51 -1.70 2.75
H -1.22 -1.92 -1.47
H 1.66 -3.20 -1.08
H 0.16 4.52 -1.56
H 0.37 3.21 -2.74
H -1.18 4.11 -2.65
H -5.70 3.54 2.48
H -4.54 4.26 3.60
H -5.19 5.27 2.31
H -0.58 -3.90 -0.25
H -0.86 -3.93 1.49
H 1.32 -3.03 1.93
*
```

Values from the calculation:
Energy above the lowest of the compared OMol25 structures with the same formula, charge and spin in eV: 0.000
HOMO energy in eV: -8.372
M in g/mol: 442.86
Frontier orbital gap in eV: 8.548

Record 2
The following is a quantum chemistry calculation of a molecular structure, C21H19CoN2O5SSe at a distorted geometry, from the Open Molecules 2025 dataset.

```
! RIJCOSX wB97M-V def2-TZVPD def2/J DEFGRID3
* xyz -1 2
Co -2.69 -0.57 -0.16
O -1.32 0.67 0.52
C -1.53 1.94 0.54
C -2.66 2.66 0.13
C -2.71 4.05 0.35
C -3.82 4.81 -0.03
C -4.91 4.20 -0.67
C -4.88 2.85 -0.93
C -3.78 2.04 -0.54
O -3.83 0.79 -0.83
N -3.85 6.19 0.22
O -4.90 6.82 -0.02
O -2.83 6.74 0.66
H -0.70 2.54 0.93
H -1.89 4.53 0.85
H -5.75 4.81 -0.95
H -5.68 2.36 -1.45
O -3.48 -2.07 0.88
N -3.35 -3.29 0.40
C -3.99 -4.29 1.05
C -3.84 -5.60 0.67
C -3.02 -5.91 -0.41
C -2.41 -4.87 -1.10
C -2.58 -3.55 -0.71
S -1.86 -2.24 -1.56
H -4.60 -3.97 1.88
H -4.36 -6.37 1.22
H -2.86 -6.93 -0.72
H -1.77 -5.06 -1.94
C 7.41 -0.64 -0.47
C 5.95 -0.40 -0.21
C 5.13 -1.42 0.26
C 3.80 -1.21 0.54
C 2.93 -2.32 1.05
C 3.24 0.07 0.34
Se 1.41 0.37 0.75
C 4.05 1.10 -0.15
C 3.50 2.48 -0.36
C 5.38 0.85 -0.42
H 7.65 -1.69 -0.32
H 8.00 -0.05 0.23
H 7.68 -0.35 -1.48
H 5.56 -2.41 0.41
H 3.46 -3.28 1.05
H 2.04 -2.40 0.42
H 2.60 -2.11 2.06
H 2.54 2.43 -0.88
H 4.19 3.09 -0.94
H 3.32 2.96 0.60
H 6.01 1.65 -0.79
*
```

Values from the calculation:
Energy above the lowest of the compared OMol25 structures with the same formula, charge and spin in eV: 1.830
HOMO energy (alpha / beta) in eV: -2.820 / -2.823
M in g/mol: 549.35
Frontier orbital gap (alpha / beta) in eV: 4.250 / 4.271

Record 3
The following is a quantum chemistry calculation of a molecular structure, C21H19F5N2SSe2V at a distorted geometry, from the Open Molecules 2025 dataset.

```
! RIJCOSX wB97M-V def2-TZVPD def2/J DEFGRID3
* xyz 0 2
V 0.06 0.31 -0.02
C 3.18 1.70 1.13
Se 2.16 1.58 -0.51
C 1.55 3.44 -0.55
C 0.62 3.81 0.58
Se -1.05 2.80 0.49
C -1.58 3.08 2.33
H 3.81 2.59 1.09
H 3.80 0.81 1.18
H 2.53 1.73 2.00
H 1.07 3.56 -1.52
H 2.43 4.08 -0.54
H 0.36 4.87 0.55
H 1.06 3.59 1.56
H -0.88 2.59 2.98
H -2.57 2.63 2.45
H -1.64 4.15 2.50
F -0.50 -1.75 4.62
C -1.76 -1.86 4.25
F -2.19 -3.07 4.65
F -2.47 -0.95 4.95
C -1.99 -1.67 2.77
C -3.08 -2.30 2.21
C -3.36 -2.15 0.86
C -2.52 -1.37 0.11
N -1.47 -0.71 0.64
C -1.19 -0.83 1.97
S 0.22 0.11 2.41
H -3.71 -2.93 2.83
H -4.21 -2.65 0.40
H -2.66 -1.25 -0.96
F 3.16 -4.15 0.61
C 2.49 -3.31 -0.20
C 1.80 -2.26 0.34
C 1.08 -1.37 -0.50
C 1.13 -1.62 -1.90
C 1.86 -2.71 -2.38
F 1.91 -2.96 -3.71
C 2.54 -3.57 -1.57
C 0.40 -0.67 -2.73
C 0.32 -0.67 -4.13
C -0.42 0.28 -4.79
C -1.10 1.25 -4.05
C -0.99 1.23 -2.68
N -0.25 0.30 -2.00
H 1.81 -2.13 1.42
H 3.10 -4.41 -1.97
H 0.85 -1.43 -4.68
H -0.48 0.27 -5.87
H -1.71 2.01 -4.52
H -1.50 1.96 -2.09
*
```

Values from the calculation:
Energy above the lowest of the compared OMol25 structures with the same formula, charge and spin in eV: 0.000
HOMO energy (alpha / beta) in eV: -6.565 / -5.491
M in g/mol: 635.32
Frontier orbital gap (alpha / beta) in eV: 6.745 / 5.436

Record 4
The following is a quantum chemistry calculation of a molecular structure, C21H19FeN4O2PS, from the Open Molecules 2025 dataset.

```
! RIJCOSX wB97M-V def2-TZVPD def2/J DEFGRID3
* xyz 1 2
Fe 0.37 -0.71 0.16
N -0.13 -2.40 -3.67
C 0.21 -1.73 -2.57
S -0.86 -1.88 -1.16
N 1.31 -1.00 -2.59
N 1.47 -0.37 -1.40
C 2.44 0.45 -1.24
C 2.47 1.14 0.06
C 3.46 2.04 0.40
C 3.39 2.69 1.62
C 2.32 2.43 2.46
C 1.37 1.51 2.06
N 1.44 0.86 0.90
H -0.93 -3.00 -3.67
H 0.47 -2.36 -4.48
H 3.16 0.66 -2.02
H 4.27 2.24 -0.29
H 4.16 3.40 1.92
H 2.22 2.92 3.42
H 0.52 1.28 2.69
O 2.79 -2.52 2.55
C 1.76 -2.09 2.11
O 1.56 -1.93 0.79
C 0.57 -1.78 3.02
P -0.82 -1.20 2.01
C -1.69 0.10 2.93
C -2.23 1.17 2.22
C -2.91 2.18 2.89
C -3.04 2.12 4.27
C -2.50 1.05 4.98
C -1.83 0.04 4.31
C -2.01 -2.54 1.80
C -1.71 -3.87 2.11
C -2.66 -4.86 1.89
C -3.89 -4.53 1.35
C -4.19 -3.21 1.03
C -3.25 -2.22 1.25
H 0.86 -0.98 3.70
H 0.35 -2.65 3.64
H -2.12 1.22 1.14
H -3.33 3.00 2.33
H -3.56 2.91 4.79
H -2.61 1.01 6.05
H -1.42 -0.79 4.88
H -0.74 -4.14 2.51
H -2.42 -5.88 2.13
H -4.63 -5.31 1.18
H -5.15 -2.96 0.60
H -3.48 -1.19 0.99
*
```

Values from the calculation:
HOMO energy (alpha / beta) in eV: -11.693 / -11.683
M in g/mol: 478.29
Frontier orbital gap (alpha / beta) in eV: 7.080 / 7.297

Record 5
The following is a quantum chemistry calculation of a molecular structure, C21H19GaN9O2S, from the Open Molecules 2025 dataset.

```
! RIJCOSX wB97M-V def2-TZVPD def2/J DEFGRID3
* xyz 3 1
Ga -0.64 0.92 0.12
O 4.86 -4.61 -0.36
C 5.20 -3.33 -0.16
O 6.33 -2.99 -0.03
C 4.10 -2.29 -0.12
C 2.99 -2.33 -0.96
C 2.07 -1.29 -0.95
C 2.27 -0.21 -0.10
C 3.38 -0.18 0.75
C 4.29 -1.21 0.73
N 1.38 0.92 -0.12
C 1.86 2.10 -0.13
C 0.96 3.23 -0.03
C 1.40 4.53 -0.07
C 0.47 5.56 0.01
C -0.87 5.24 0.10
C -1.25 3.91 0.14
N -0.35 2.92 0.10
H 3.91 -4.76 -0.39
H 2.86 -3.14 -1.67
H 1.26 -1.28 -1.66
H 3.51 0.65 1.44
H 5.18 -1.18 1.35
H 2.93 2.28 -0.25
H 2.46 4.73 -0.18
H 0.79 6.60 -0.01
H -1.63 6.01 0.15
H -2.29 3.63 0.21
N -5.29 2.27 1.76
N -4.41 1.63 0.99
N -4.81 0.67 0.17
C -3.67 0.27 -0.37
N -2.64 0.99 0.12
N -3.15 1.87 1.00
H -6.26 2.06 1.60
H -4.96 3.04 2.33
H -3.60 -0.52 -1.10
N -0.09 -1.16 2.90
C -0.52 -1.66 1.74
N -0.67 -0.96 0.62
C -1.11 -1.77 -0.45
C -1.29 -1.35 -1.76
C -1.75 -2.26 -2.70
C -2.00 -3.58 -2.32
C -1.80 -4.01 -1.02
C -1.34 -3.08 -0.09
S -0.95 -3.32 1.60
H 0.20 -0.20 3.01
H -0.02 -1.75 3.72
H -1.07 -0.32 -2.07
H -1.89 -1.96 -3.73
H -2.35 -4.29 -3.07
H -1.98 -5.04 -0.74
*
```

Values from the calculation:
HOMO energy in eV: -16.875
M in g/mol: 531.23
Frontier orbital gap in eV: 5.839

Record 6
The following is a quantum chemistry calculation of a molecular structure, C21H20Br2IIrN4O2 at a distorted geometry, from the Open Molecules 2025 dataset.

```
! RIJCOSX wB97M-V def2-TZVPD def2/J DEFGRID3
* xyz 0 1
Ir 0.10 -0.17 -0.44
Br 5.38 -0.08 -0.08
C 4.08 -0.07 1.29
C 4.49 -0.05 2.62
C 3.58 -0.03 3.64
Br 4.20 -0.02 5.44
C 2.19 -0.03 3.37
C 1.17 0.00 4.35
C -0.13 0.02 3.96
C -0.45 -0.01 2.59
N 0.47 -0.06 1.66
C 1.79 -0.05 2.01
C 2.73 -0.08 0.91
O 2.30 -0.09 -0.28
H 5.55 -0.04 2.85
H 1.43 0.01 5.40
H -0.93 0.05 4.69
H -1.48 0.00 2.25
C -0.76 1.34 -4.12
O -0.90 0.54 -2.95
C 0.16 0.01 -2.29
C 1.47 -0.04 -3.05
H 0.05 2.06 -4.00
H -1.70 1.88 -4.22
H -0.59 0.74 -5.01
H 1.42 0.26 -4.10
H 1.88 -1.06 -3.02
H 2.20 0.58 -2.52
C 0.37 -3.47 -1.43
C -0.90 -3.11 -0.75
N -1.18 -1.96 -0.18
C -2.46 -2.06 0.33
C -2.96 -3.29 0.06
N -1.96 -3.95 -0.63
H 1.12 -2.74 -1.14
H 0.25 -3.43 -2.51
H 0.70 -4.48 -1.15
H -2.92 -1.25 0.87
H -3.91 -3.75 0.28
H -2.00 -4.89 -0.98
I -5.36 2.50 -0.81
C -3.31 2.73 -0.51
C -2.75 3.98 -0.36
C -1.38 4.05 -0.17
C -0.64 2.88 -0.12
N -1.19 1.67 -0.26
C -2.50 1.60 -0.46
H -3.36 4.87 -0.38
H -0.89 5.01 -0.06
H 0.43 2.89 0.05
H -2.91 0.61 -0.62
*
```

Values from the calculation:
Energy above the lowest of the compared OMol25 structures with the same formula, charge and spin in eV: 0.000
HOMO energy (alpha / beta) in eV: -5.691 / -5.690
M in g/mol: 839.35
Frontier orbital gap (alpha / beta) in eV: 5.955 / 5.954

Record 7
The following is a quantum chemistry calculation of a molecular structure, C21H20Br2MnN6O2S, from the Open Molecules 2025 dataset.

```
! RIJCOSX wB97M-V def2-TZVPD def2/J DEFGRID3
* xyz 0 6
Mn -0.11 -0.01 -0.24
O 3.24 0.42 2.25
C 2.39 0.30 1.37
N 1.17 -0.23 1.41
C 0.58 -0.76 2.56
C 1.23 -0.92 3.79
C 0.56 -1.48 4.87
C -0.76 -1.87 4.76
C -1.43 -1.73 3.54
C -0.78 -1.18 2.44
N -1.35 -0.99 1.17
C -2.65 -1.17 0.92
O -3.55 -1.64 1.62
C -3.05 -0.64 -0.46
C -4.33 -0.90 -0.94
C -4.70 -0.40 -2.17
C -3.78 0.34 -2.90
C -2.53 0.56 -2.36
N -2.17 0.08 -1.17
C 2.77 0.77 -0.04
C 4.05 1.25 -0.26
C 4.40 1.65 -1.54
C 3.46 1.56 -2.56
C 2.21 1.08 -2.25
N 1.86 0.70 -1.02
H 2.25 -0.60 3.88
H 1.08 -1.59 5.82
H -1.28 -2.30 5.60
H -2.45 -2.04 3.44
H -4.99 -1.47 -0.31
H -5.69 -0.59 -2.57
H -4.03 0.75 -3.87
H -1.78 1.14 -2.89
H 4.74 1.28 0.57
H 5.40 2.02 -1.75
H 3.70 1.85 -3.57
H 1.44 0.97 -3.01
Br -2.13 2.30 2.40
C -2.12 3.01 0.62
Br -0.39 2.84 -0.25
H -2.36 4.07 0.65
H -2.84 2.46 0.02
C 2.34 -5.21 -0.44
N 1.79 -4.13 -1.24
C 0.83 -3.30 -0.85
N 0.33 -3.43 0.38
S 0.23 -2.13 -1.94
H 3.27 -5.54 -0.90
H 1.66 -6.06 -0.37
H 2.59 -4.85 0.56
H 2.07 -4.03 -2.20
H 0.67 -4.09 1.05
H -0.37 -2.75 0.68
*
```

Values from the calculation:
Energy above the lowest of the compared OMol25 structures with the same formula, charge and spin in eV: 0.000
HOMO energy (alpha / beta) in eV: -6.814 / -6.923
M in g/mol: 635.24
Frontier orbital gap (alpha / beta) in eV: 7.098 / 7.124

Record 8
The following is a quantum chemistry calculation of a molecular structure, C21H20BrN2O5PdS, from the Open Molecules 2025 dataset.

```
! RIJCOSX wB97M-V def2-TZVPD def2/J DEFGRID3
* xyz 1 5
Pd 0.74 -0.06 -2.20
C -4.51 4.76 -2.10
O -5.12 3.47 -2.05
C -4.34 2.40 -2.09
C -5.01 1.14 -2.09
C -4.31 -0.04 -2.12
C -2.93 -0.08 -2.18
C -2.21 -1.36 -2.30
C -2.94 -2.65 -2.09
O -1.01 -1.42 -2.56
C -2.22 1.20 -2.16
O -0.97 1.32 -2.17
C -2.97 2.41 -2.11
H -5.32 5.48 -2.11
H -3.91 4.86 -3.01
H -3.88 4.92 -1.22
H -6.10 1.16 -2.07
H -4.86 -0.97 -2.11
H -3.83 -2.72 -2.71
H -3.23 -2.72 -1.04
H -2.27 -3.46 -2.34
H -2.39 3.32 -2.08
C 2.37 -1.55 6.06
C 1.97 -1.30 4.64
C 1.41 -2.31 3.86
C 0.99 -2.06 2.56
C 1.14 -0.78 2.05
C 1.71 0.24 2.79
C 2.12 -0.03 4.08
S 0.62 -0.51 0.39
O 0.89 0.88 0.00
O -0.73 -0.95 0.22
N 1.57 -1.42 -0.58
C 2.88 -0.91 -0.67
C 3.89 -1.14 0.26
C 5.11 -0.51 0.06
C 5.29 0.33 -1.04
C 4.24 0.48 -1.92
N 3.07 -0.13 -1.73
H 2.26 -2.60 6.33
H 1.75 -0.95 6.73
H 3.41 -1.26 6.23
H 1.31 -3.31 4.26
H 0.55 -2.83 1.94
H 1.82 1.23 2.35
H 2.56 0.76 4.68
H 3.71 -1.79 1.10
H 5.91 -0.66 0.77
H 6.22 0.83 -1.21
H 4.32 1.09 -2.82
Br 1.23 0.21 -4.50
*
```

Values from the calculation:
Energy above the lowest of the compared OMol25 structures with the same formula, charge and spin in eV: 0.791
HOMO energy (alpha / beta) in eV: -11.947 / -11.798
M in g/mol: 598.79
Frontier orbital gap (alpha / beta) in eV: 8.992 / 5.637

Record 9
The following is a quantum chemistry calculation of a molecular structure, C21H20ClN12PdTe, from the Open Molecules 2025 dataset.

```
! RIJCOSX wB97M-V def2-TZVPD def2/J DEFGRID3
* xyz -1 3
Pd -0.54 -0.41 -0.65
N -0.49 -3.99 -0.47
C 0.39 -3.31 0.34
N 1.32 -3.90 1.08
N 1.99 -2.88 1.65
N 1.48 -1.76 1.26
N 0.45 -2.00 0.43
C -1.57 -3.42 -1.12
N -2.49 -4.15 -1.73
N -3.33 -3.25 -2.26
N -2.95 -2.05 -1.98
N -1.82 -2.11 -1.24
H -0.50 -4.99 -0.41
C 2.30 1.16 2.61
Te 0.35 0.80 1.85
C 0.03 2.86 2.46
C 1.06 3.12 3.53
C 0.93 4.16 4.44
C 1.90 4.38 5.41
C 3.01 3.55 5.48
C 3.14 2.51 4.57
C 2.18 2.28 3.60
H 2.97 1.41 1.79
H 2.64 0.23 3.06
H -0.98 2.98 2.85
H 0.16 3.56 1.63
H 0.06 4.81 4.40
H 1.78 5.19 6.13
H 3.77 3.70 6.24
H 4.00 1.85 4.62
Cl 1.50 -5.97 -4.01
C 1.39 -4.29 -3.55
C 0.46 -3.47 -4.16
C 0.37 -2.15 -3.78
C 1.20 -1.61 -2.77
C 1.04 -0.26 -2.30
C 2.13 -2.48 -2.18
C 2.23 -3.80 -2.56
H -0.20 -3.87 -4.91
H -0.37 -1.51 -4.24
H 0.59 0.46 -2.97
H 1.86 0.14 -1.71
H 2.76 -2.11 -1.38
H 2.94 -4.46 -2.07
N -4.12 3.45 0.03
C -3.58 2.58 -0.89
C -2.30 2.04 -0.71
N -1.80 1.17 -1.57
C -2.55 0.82 -2.62
C -3.81 1.36 -2.78
N -4.33 2.24 -1.94
H -3.49 3.96 0.62
H -4.93 3.96 -0.30
H -1.68 2.34 0.13
H -2.15 0.08 -3.30
H -4.42 1.07 -3.63
*
```

Values from the calculation:
Energy above the lowest of the compared OMol25 structures with the same formula, charge and spin in eV: 0.000
HOMO energy (alpha / beta) in eV: -3.982 / -4.827
M in g/mol: 709.95
Frontier orbital gap (alpha / beta) in eV: 6.045 / 6.827